{
  "formula": "C15H38InN4O6S3",
  "method": "ωB97M-V with the def2-TZVPD basis set",
  "lumo_ev": 2.345,
  "homo_ev": -4.03,
  "total_charge": -1,
  "elements": ["N", "C", "In", "C", "C", "N", "N", "N", "H", "H", "H", "H", "H", "H", "H", "H", "H", "H", "H", "H", "H", "H", "C", "C", "C", "S", "O", "O", "C", "H", "H", "H", "H", "H", "H", "H", "H", "C", "C", "C", "S", "O", "O", "C", "H", "H", "H", "H", "H", "H", "H", "H", "C", "C", "C", "S", "O", "O", "C", "H", "H", "H", "H", "H", "H", "H", "H"],
  "coordinates": [[3.673, 0.203, -1.285], [2.906, -1.051, -1.520], [0.920, -1.113, -0.493], [-0.790, -0.574, -1.871], [-2.186, -0.726, -1.213], [-3.101, -1.577, -1.998], [-2.844, 0.598, -1.046], [-2.099, -1.364, 0.100], [3.075, 1.004, -1.151], [4.365, 0.383, -2.000], [3.490, -1.864, -1.100], [2.841, -1.269, -2.593], [0.675, -2.812, 0.100], [0.834, -0.087, 0.928], [-0.690, 0.470, -2.176], [-0.734, -1.177, -2.779], [-3.082, -2.505, -1.593], [-2.809, -1.605, -2.964], [-2.594, 1.007, -0.157], [-2.594, 1.207, -1.813], [-1.811, -0.694, 0.806], [-3.049, -1.630, 0.360], [2.758, -6.377, 1.267], [4.010, -7.206, 0.939], [4.806, -6.430, -0.118], [4.415, -4.692, 0.141], [3.692, -4.208, -0.999], [5.581, -4.012, 0.653], [3.243, -4.946, 1.464], [2.246, -6.749, 2.153], [2.057, -6.417, 0.431], [4.614, -7.327, 1.842], [3.752, -8.203, 0.582], [5.880, -6.569, -0.015], [4.495, -6.690, -1.128], [2.451, -4.199, 1.387], [3.780, -4.835, 2.406], [2.973, 4.363, 3.044], [3.667, 3.064, 3.476], [2.607, 2.176, 4.138], [1.035, 2.626, 3.391], [0.196, 3.221, 4.408], [0.581, 1.547, 2.560], [1.683, 3.932, 2.354], [3.601, 4.956, 2.380], [2.741, 4.970, 3.922], [4.072, 2.558, 2.597], [4.498, 3.256, 4.155], [2.786, 1.119, 3.959], [2.531, 2.365, 5.208], [0.944, 4.726, 2.270], [1.882, 3.500, 1.374], [-6.949, 3.234, -1.779], [-6.758, 3.579, -3.263], [-5.586, 4.565, -3.358], [-4.527, 4.212, -1.948], [-4.533, 5.361, -1.074], [-3.296, 3.633, -2.419], [-5.554, 2.936, -1.237], [-7.617, 2.385, -1.644], [-7.381, 4.090, -1.254], [-6.519, 2.670, -3.817], [-7.661, 4.003, -3.701], [-5.011, 4.434, -4.271], [-5.916, 5.599, -3.273], [-5.486, 2.981, -0.153], [-5.179, 1.975, -1.594]]
}

{
  "formula": "C15H39AsBF6FeO2Sb2Se4Si3",
  "method": "ωB97M-V with the def2-TZVPD basis set",
  "lumo_ev": [4.084, 3.510],
  "homo_ev": [-1.86, -2.11],
  "multiplicity": 6,
  "total_charge": -2,
  "elements": ["Fe", "Se", "Sb", "Se", "Se", "Se", "F", "As", "F", "F", "F", "F", "F", "C", "C", "C", "O", "B", "O", "C", "C", "C", "H", "H", "H", "H", "H", "H", "H", "H", "H", "H", "H", "H", "C", "Si", "C", "C", "Sb", "Si", "C", "C", "C", "Si", "C", "C", "C", "H", "H", "H", "H", "H", "H", "H", "H", "H", "H", "H", "H", "H", "H", "H", "H", "H", "H", "H", "H", "H", "H", "H", "H", "H", "H", "H"],
  "coordinates": [[0.274, 0.797, 1.129], [3.511, -1.679, 3.727], [2.596, 0.044, 2.343], [0.517, -0.623, -1.087], [-0.726, 0.169, 3.168], [3.704, 2.121, 2.712], [-0.934, 2.472, -0.382], [0.189, 3.812, -0.046], [0.172, 3.208, 1.608], [-1.158, 4.837, 0.310], [1.314, 5.041, 0.354], [0.147, 4.283, -1.698], [1.455, 2.651, -0.350], [1.392, -5.227, -0.726], [1.261, -4.361, 0.525], [2.187, -4.866, 1.614], [1.646, -3.029, 0.151], [0.502, -2.334, -0.183], [-0.636, -3.067, 0.127], [-0.219, -4.163, 0.964], [-1.118, -5.355, 0.689], [-0.348, -3.710, 2.413], [2.417, -5.146, -1.090], [0.721, -4.880, -1.514], [1.178, -6.278, -0.518], [3.197, -4.974, 1.211], [1.854, -5.841, 1.982], [2.252, -4.160, 2.440], [-1.232, -5.519, -0.382], [-2.107, -5.188, 1.118], [-0.702, -6.260, 1.143], [0.325, -2.877, 2.627], [-0.136, -4.526, 3.107], [-1.370, -3.364, 2.581], [-4.350, -3.227, 0.948], [-4.673, -1.511, 1.686], [-6.533, -1.221, 1.482], [-4.326, -1.534, 3.545], [-2.964, 0.012, 0.558], [-4.075, 2.308, 0.890], [-3.248, 3.105, 2.379], [-5.929, 2.232, 1.285], [-3.941, 3.411, -0.640], [-3.571, -0.450, -1.878], [-2.800, 0.885, -2.956], [-5.440, -0.487, -2.196], [-2.883, -2.134, -2.365], [-4.614, -4.017, 1.659], [-3.306, -3.358, 0.658], [-4.965, -3.364, 0.053], [-7.036, -2.117, 1.863], [-6.823, -1.091, 0.438], [-6.895, -0.363, 2.047], [-4.553, -2.521, 3.961], [-4.958, -0.801, 4.055], [-3.285, -1.298, 3.775], [-3.345, 2.462, 3.257], [-3.744, 4.060, 2.587], [-2.186, 3.289, 2.229], [-6.110, 1.841, 2.289], [-6.486, 1.617, 0.575], [-6.337, 3.248, 1.245], [-2.994, 3.324, -1.168], [-4.043, 4.452, -0.317], [-4.761, 3.187, -1.330], [-3.371, 1.816, -2.919], [-2.774, 0.537, -3.994], [-1.777, 1.099, -2.643], [-5.936, 0.421, -1.841], [-5.898, -1.343, -1.695], [-5.635, -0.584, -3.269], [-1.801, -2.160, -2.228], [-3.121, -2.335, -3.415], [-3.315, -2.930, -1.756]]
}

{
  "formula": "C15H39BrN2O4",
  "method": "ωB97M-V with the def2-TZVPD basis set",
  "lumo_ev": -1.310,
  "homo_ev": -7.29,
  "total_charge": 0,
  "elements": ["O", "H", "H", "H", "Br", "C", "C", "O", "H", "H", "H", "H", "H", "H", "C", "C", "C", "C", "C", "C", "N", "O", "C", "C", "C", "H", "H", "H", "H", "H", "H", "H", "H", "H", "H", "H", "H", "H", "H", "H", "H", "H", "H", "H", "C", "C", "C", "O", "C", "N", "H", "H", "H", "H", "H", "H", "H", "H", "H", "H", "H"],
  "coordinates": [[4.751, -0.859, -3.481], [4.125, -0.446, -2.751], [5.624, -0.443, -3.357], [4.347, -0.557, -4.318], [2.250, -0.047, -1.917], [3.087, 3.335, 2.748], [3.597, 2.705, 1.463], [2.540, 2.051, 0.781], [2.850, 2.579, 3.505], [2.131, 3.844, 2.619], [3.881, 3.949, 3.173], [4.449, 2.080, 1.758], [3.949, 3.526, 0.823], [2.962, 1.585, 0.045], [2.012, -1.448, 1.849], [0.601, -1.300, 2.423], [0.723, -0.369, 3.626], [-0.625, 0.074, 4.172], [-1.386, 0.811, 3.061], [-1.510, 0.002, 1.749], [-0.245, -0.647, 1.447], [-0.232, -1.261, 0.177], [-2.694, -0.966, 1.809], [-1.797, 1.030, 0.635], [0.117, -2.708, 2.828], [2.613, -0.535, 1.782], [2.067, -2.036, 0.939], [2.612, -1.860, 2.678], [1.319, -0.921, 4.365], [1.366, 0.484, 3.393], [-0.380, 0.740, 5.004], [-1.263, -0.724, 4.557], [-0.921, 1.792, 2.959], [-2.431, 0.898, 3.372], [-3.636, -0.420, 1.705], [-2.653, -1.672, 0.977], [-2.735, -1.548, 2.733], [-2.284, 0.570, -0.221], [-2.324, 1.899, 1.033], [-0.855, 1.474, 0.297], [-0.913, -2.674, 3.181], [0.833, -3.239, 3.448], [0.023, -3.219, 1.862], [0.223, -0.607, -0.371], [-1.133, 0.132, -5.324], [-1.826, 0.818, -4.139], [-2.550, -0.203, -3.290], [-3.693, -0.702, -3.964], [-3.815, -2.111, -3.881], [-0.799, 1.461, -3.311], [-0.356, -0.550, -4.966], [-0.800, 0.798, -6.114], [-1.854, -0.605, -5.712], [-2.580, 1.522, -4.501], [-2.863, 0.181, -2.312], [-1.820, -0.977, -2.999], [-3.579, -2.455, -2.868], [-3.183, -2.645, -4.594], [-4.876, -2.316, -4.020], [-0.342, 0.790, -2.708], [-0.099, 1.938, -3.858]]
}

{
  "formula": "C15H39Cl2GaN2O3P",
  "method": "ωB97M-V with the def2-TZVPD basis set",
  "lumo_ev": 2.482,
  "homo_ev": -5.52,
  "total_charge": -1,
  "elements": ["C", "C", "Cl", "C", "Cl", "Ga", "P", "O", "O", "O", "H", "H", "H", "H", "H", "H", "H", "H", "H", "C", "C", "N", "C", "C", "C", "C", "H", "H", "H", "H", "H", "H", "H", "H", "H", "H", "H", "H", "H", "H", "H", "C", "C", "N", "C", "C", "C", "C", "H", "H", "H", "H", "H", "H", "H", "H", "H", "H", "H", "H", "H", "H", "H"],
  "coordinates": [[-5.171, 2.410, 3.371], [-3.732, 1.934, 3.555], [-3.543, 0.353, 2.682], [-2.736, 3.044, 3.169], [-1.383, 2.519, 2.109], [-2.070, 3.900, 4.908], [-0.064, 5.153, 4.676], [0.985, 4.690, 3.727], [0.603, 5.272, 6.188], [-0.441, 6.732, 4.517], [-5.491, 2.261, 2.337], [-5.237, 3.474, 3.610], [-5.856, 1.869, 4.026], [-3.580, 1.643, 4.595], [-3.285, 3.764, 2.559], [-3.256, 4.823, 5.461], [-1.744, 2.722, 5.935], [1.241, 4.554, 6.271], [0.353, 7.261, 4.667], [1.802, 1.972, -3.427], [0.970, 1.382, -2.298], [-0.460, 1.486, -2.526], [-1.248, 1.217, -1.331], [-1.188, -0.192, -0.732], [-0.942, 0.904, -3.765], [-0.669, -0.587, -4.003], [1.493, 2.998, -3.633], [2.856, 1.978, -3.145], [1.714, 1.394, -4.350], [1.181, 1.932, -1.377], [1.306, 0.347, -2.117], [-2.289, 1.473, -1.546], [-0.921, 1.915, -0.559], [-1.744, -0.921, -1.324], [-1.624, -0.173, 0.269], [-0.158, -0.543, -0.636], [-0.510, 1.469, -4.595], [-2.019, 1.087, -3.811], [0.361, -0.847, -3.752], [-0.821, -0.836, -5.056], [-1.327, -1.224, -3.414], [3.110, -6.038, -1.714], [3.263, -4.728, -0.957], [2.607, -3.615, -1.617], [2.988, -2.313, -1.090], [2.601, -1.975, 0.353], [1.190, -3.793, -1.894], [0.264, -4.130, -0.719], [3.433, -5.923, -2.750], [3.720, -6.811, -1.244], [2.078, -6.392, -1.715], [4.326, -4.476, -0.897], [2.925, -4.877, 0.081], [2.568, -1.555, -1.758], [4.076, -2.237, -1.188], [1.534, -1.781, 0.460], [3.125, -1.072, 0.671], [2.873, -2.775, 1.043], [1.084, -4.577, -2.649], [0.842, -2.875, -2.374], [0.669, -4.929, -0.095], [-0.700, -4.473, -1.101], [0.073, -3.269, -0.081]]
}

{
  "formula": "C15H39ClO6P",
  "method": "ωB97M-V with the def2-TZVPD basis set",
  "lumo_ev": 2.527,
  "homo_ev": -3.31,
  "total_charge": -1,
  "elements": ["C", "C", "Cl", "C", "P", "H", "H", "H", "H", "H", "H", "H", "H", "H", "H", "H", "C", "O", "C", "C", "O", "C", "C", "O", "C", "H", "H", "H", "H", "H", "H", "H", "H", "H", "H", "H", "H", "H", "H", "C", "O", "C", "C", "O", "C", "C", "O", "C", "H", "H", "H", "H", "H", "H", "H", "H", "H", "H", "H", "H", "H", "H"],
  "coordinates": [[-0.196, -3.703, -2.455], [-0.989, -2.430, -2.696], [-1.392, -2.338, -4.495], [-0.323, -1.141, -2.243], [1.598, -0.860, -2.463], [-0.765, -4.587, -2.750], [0.044, -3.752, -1.390], [0.742, -3.665, -3.009], [-1.986, -2.544, -2.261], [-0.809, -0.303, -2.759], [-0.525, -1.029, -1.167], [1.345, 0.338, -3.297], [1.588, -0.039, -1.240], [1.854, -2.087, -1.639], [1.608, -1.694, -3.690], [3.072, -0.636, -2.592], [4.601, -1.875, 4.464], [5.024, -1.999, 3.134], [4.148, -2.761, 2.315], [4.012, -2.154, 0.938], [3.279, -0.950, 0.950], [3.948, 0.273, 1.167], [4.650, 0.778, -0.079], [5.822, 0.027, -0.362], [5.971, -0.287, -1.733], [4.700, -2.814, 5.025], [5.230, -1.122, 4.940], [3.555, -1.553, 4.525], [3.156, -2.814, 2.779], [4.529, -3.788, 2.214], [3.418, -2.839, 0.328], [4.993, -2.037, 0.473], [4.625, 0.237, 2.026], [3.149, 0.994, 1.367], [4.916, 1.835, 0.068], [3.936, 0.708, -0.907], [5.050, -0.705, -2.149], [6.776, -1.019, -1.810], [6.245, 0.596, -2.325], [-3.891, -0.094, -1.768], [-3.816, 1.149, -1.101], [-4.672, 2.137, -1.624], [-5.183, 3.046, -0.527], [-6.111, 2.406, 0.342], [-5.548, 1.691, 1.429], [-5.345, 2.550, 2.659], [-4.284, 3.465, 2.471], [-4.468, 4.701, 3.113], [-3.407, -0.073, -2.749], [-3.365, -0.821, -1.153], [-4.936, -0.401, -1.889], [-5.523, 1.675, -2.139], [-4.140, 2.761, -2.358], [-5.742, 3.852, -1.007], [-4.346, 3.470, 0.030], [-4.613, 1.204, 1.147], [-6.286, 0.929, 1.695], [-5.128, 1.884, 3.508], [-6.273, 3.089, 2.884], [-5.448, 5.132, 2.874], [-3.687, 5.370, 2.756], [-4.388, 4.619, 4.204]]
}

{
  "formula": "C15H39N3O14P2",
  "method": "ωB97M-V with the def2-TZVPD basis set",
  "lumo_ev": 0.053,
  "homo_ev": -10.52,
  "total_charge": 0,
  "elements": ["C", "C", "O", "P", "O", "O", "C", "C", "O", "C", "C", "H", "H", "H", "H", "H", "H", "H", "H", "H", "H", "H", "H", "H", "H", "H", "C", "C", "O", "P", "O", "O", "C", "C", "O", "C", "C", "H", "H", "H", "H", "H", "H", "H", "H", "H", "H", "H", "H", "H", "H", "H", "C", "N", "O", "O", "H", "H", "H", "C", "N", "O", "O", "H", "H", "H", "C", "N", "O", "O", "H", "H", "H"],
  "coordinates": [[-1.773, 0.452, 3.157], [-0.667, 0.141, 2.180], [0.475, 0.933, 2.553], [1.800, 0.824, 1.627], [2.959, 1.529, 2.167], [1.270, 1.333, 0.209], [0.965, 2.697, 0.016], [0.484, 2.941, -1.417], [2.019, -0.726, 1.333], [2.370, -1.583, 2.445], [2.751, -2.959, 1.963], [-2.736, -0.017, 2.942], [-1.623, 0.117, 4.193], [-1.907, 1.527, 3.298], [-0.399, -0.914, 2.155], [-1.006, 0.467, 1.193], [0.150, 2.971, 0.697], [1.788, 3.390, 0.201], [-0.081, 2.080, -1.786], [-0.196, 3.790, -1.477], [1.325, 3.098, -2.092], [3.264, -1.113, 2.872], [1.632, -1.581, 3.250], [3.166, -3.491, 2.822], [1.920, -3.562, 1.599], [3.537, -2.916, 1.209], [-3.176, -3.713, 0.138], [-1.929, -2.877, -0.163], [-2.133, -1.524, 0.284], [-3.254, -0.574, -0.345], [-3.588, -0.872, -1.738], [-4.509, -0.603, 0.649], [-4.265, -0.479, 2.049], [-5.572, -0.452, 2.850], [-2.525, 0.820, -0.100], [-3.077, 2.022, -0.629], [-4.042, 2.687, 0.350], [-3.962, -3.343, -0.526], [-3.103, -4.771, -0.110], [-3.479, -3.593, 1.177], [-1.072, -3.214, 0.415], [-1.751, -2.856, -1.237], [-3.568, -1.228, 2.425], [-3.814, 0.504, 2.231], [-5.333, -0.572, 3.902], [-6.086, 0.489, 2.663], [-6.219, -1.248, 2.476], [-2.227, 2.685, -0.805], [-3.525, 1.880, -1.615], [-3.515, 2.894, 1.281], [-4.543, 3.565, -0.052], [-4.859, 1.997, 0.582], [4.888, -0.533, -0.482], [6.065, -1.443, -0.594], [5.947, -2.588, -0.204], [7.117, -0.944, -0.936], [3.959, -1.073, -0.586], [5.031, 0.117, -1.345], [5.076, 0.054, 0.412], [4.109, 2.526, -5.628], [3.347, 2.154, -4.428], [3.864, 2.322, -3.341], [2.210, 1.760, -4.575], [5.169, 2.453, -5.425], [3.790, 3.538, -5.869], [3.757, 1.850, -6.403], [0.820, -0.595, -2.008], [1.963, -1.561, -2.040], [1.887, -2.501, -1.282], [2.914, -1.343, -2.757], [1.149, 0.364, -2.393], [0.572, -0.640, -0.952], [0.005, -0.966, -2.627]]
}